Here is a 2-piece molecular cluster, C4H7NO overall in a non-equilibrium geometry from the Open Molecules 2025 dataset. Energies are from ωB97M-V/def2-TZVPD.

Last column: Mulliken charge in e.
CARTESIAN COORDINATES (ANGSTROEM)
C: -0.797 -1.275 0.347  -0.828
C: -0.428 0.923 -1.303  -0.734
O: -0.060 1.451 -0.172  -0.291
C: 1.106 1.342 0.395  -0.506
C: 0.582 -1.344 -0.171  0.406
N: 1.629 -1.574 -0.608  -0.443
H: -1.039 -0.355 0.885  0.315
H: -1.550 -1.409 -0.436  0.281
H: -0.861 -2.110 1.037  0.333
H: -1.425 1.164 -1.632  0.316
H: 0.269 0.289 -1.833  0.503
H: 1.195 1.799 1.366  0.286
H: 1.946 1.024 -0.207  0.363

Properties
Energy relative to the best compared isomer or geometry (same formula, charge and spin) (kcal per mole): 115.4
Orbital gap (alpha / beta) (eV): 8.228 / 8.192
Electronic energy (eV): -7794.6421
HOMO (alpha / beta) (hartree): -0.28023 / -0.27927
E_LUMO (alpha / beta) (eV): 0.60 / 0.59

---

Here is a 2-piece molecular cluster, CH7N2S overall from the Open Molecules 2025 dataset. Energies are from ωB97M-V/def2-TZVPD.

Last column: Mulliken charge in e.
CARTESIAN COORDINATES (ANGSTROEM)
S: 1.318 1.269 1.659  -0.865
H: 1.595 0.885 2.915  -0.056
N: -0.716 -1.254 -2.250  -0.625
C: -0.641 -0.249 -1.177  -0.312
N: -1.014 -0.768 0.128  -0.576
H: -1.661 -1.630 -2.304  0.193
H: -0.066 -1.991 -2.012  0.259
H: -1.259 0.607 -1.480  0.251
H: 0.401 0.052 -1.100  0.361
H: -2.020 -0.855 0.195  0.183
H: -0.685 -0.116 0.845  0.187

Properties
Energy relative to the best compared isomer or geometry (same formula, charge and spin) (kcal per mole): 5.3
Orbital gap (eV): 6.838
Electronic energy (eV): -14966.9570
HOMO (hartree): -0.09803
Total charge: -1
E_LUMO (eV): 4.17

---

Here is a single C2H5NO2 molecule in a non-equilibrium geometry from the Open Molecules 2025 dataset. Energies are from ωB97M-V/def2-TZVPD.

Last column: Mulliken charge in e.
CARTESIAN COORDINATES (ANGSTROEM)
N: 0.989 -0.786 -1.006  -0.631
C: 0.597 0.014 0.154  -0.583
C: -0.946 0.284 0.140  0.674
O: -1.704 -0.239 -0.613  -0.505
O: -1.429 1.122 1.108  -0.474
H: 0.621 -1.748 -0.796  0.274
H: 0.573 -0.580 -1.932  0.285
H: 0.832 -0.591 1.092  0.285
H: 1.112 0.986 0.301  0.351
H: -0.646 1.538 1.553  0.323

Properties
Energy relative to the best compared isomer or geometry (same formula, charge and spin) (kcal per mole): 16.2
Orbital gap (eV): 10.399
Electronic energy (eV): -7740.0499
HOMO (hartree): -0.36264
E_LUMO (eV): 0.53
SMILES string: NCC(=O)O

---

Here is a 2-piece molecular cluster, C2H4ClO2PS overall in a non-equilibrium geometry from the Open Molecules 2025 dataset. Energies are from ωB97M-V/def2-TZVPD.

Last column: Mulliken charge in e.
CARTESIAN COORDINATES (ANGSTROEM)
C: 0.634 -0.666 -0.224  -0.047
C: 0.252 0.332 0.960  -0.244
O: -0.538 -0.944 -0.929  -0.302
O: -1.114 0.523 0.860  -0.290
P: -1.829 -0.092 -0.419  0.393
S: -3.507 -0.990 -0.199  -0.293
Cl: 2.184 2.179 -1.871  -0.017
H: 1.402 -0.151 -0.960  -0.100
H: 1.141 -1.487 0.036  0.332
H: 0.638 -0.030 1.837  0.320
H: 0.737 1.324 0.908  0.248

Properties
Energy relative to the best compared isomer or geometry (same formula, charge and spin) (kcal per mole): 5.8
Orbital gap (alpha / beta) (eV): 9.166 / 5.325
Electronic energy (eV): -38877.9337
HOMO (alpha / beta) (hartree): -0.30710 / -0.35731
Spin multiplicity: 3
E_LUMO (alpha / beta) (eV): 0.81 / -4.40
<S²>: 2.007